# 1
Molecular formula: C10H13FO3
Method: DFT, ωB97M-V/def2-TZVPD

Results
Gap between HOMO and LUMO, eV: 9.22
Structure (SMILES): COc1ccccc1OC[C@@H](O)CF
Energy above the lowest of the compared OMol25 structures with the same formula, charge and spin, kcal per mole: 0.0
Total charge: 0
Calculated total energy, Eh: -714.38076

The geometry in XYZ format:
```
27
Properties=species:S:1:pos:R:3:forces:R:3
C 2.5608 -1.0593 -0.6861 -0.33 1.00 -0.92
O 1.4051 -1.7345 -1.1880 0.19 0.11 0.73
C 0.4412 -0.9286 -1.7008 -0.23 -0.60 -1.60
C 0.1209 -1.1141 -3.0638 1.25 -0.39 1.52
C -0.8147 -0.3491 -3.6579 -1.12 0.55 -1.41
C -1.5322 0.5888 -2.9595 0.13 0.37 1.14
C -1.2661 0.7434 -1.5940 -0.21 0.24 -0.64
C -0.2707 -0.0053 -0.9527 -0.91 0.39 -0.27
O 0.0219 0.0610 0.3638 -0.75 0.90 1.95
C -0.7984 0.9335 1.2594 1.89 -0.15 -0.54
C -0.1450 0.8965 2.6814 1.66 -0.50 -1.39
O -0.8735 1.7901 3.4292 -0.77 0.80 0.08
C -0.1822 -0.5150 3.2362 -0.42 -0.28 -0.50
F -0.0524 -0.5199 4.6312 0.54 0.14 -0.51
H 2.7776 -0.1676 -1.3180 -0.13 -0.48 0.32
H 3.3400 -1.7644 -0.8397 0.88 -0.48 0.24
H 2.4947 -0.7130 0.3442 -0.25 -0.28 0.09
H 0.6443 -1.8463 -3.6603 0.25 -0.13 0.26
H -0.9974 -0.4757 -4.7101 -0.10 -0.08 -0.29
H -2.2784 1.2184 -3.4360 0.11 -0.16 0.08
H -1.8596 1.4959 -1.1000 0.10 -0.04 0.49
H -1.8242 0.5668 1.3613 0.08 0.07 -0.37
H -0.7411 1.9754 0.8594 -0.29 -0.79 0.43
H 0.9589 1.1646 2.6142 -1.14 0.14 -0.09
H -0.5609 1.7915 4.3298 0.14 -0.11 0.48
H -1.1687 -0.9256 3.0416 -0.11 -0.33 -0.06
H 0.6000 -1.1074 2.7152 -0.43 0.11 0.75
```
Positions in Å, forces in eV/Å.


# 2
Molecular formula: C31H30F6MnN4O8S2Sb
Method: DFT, ωB97M-V/def2-TZVPD

Results
Gap between HOMO and LUMO (alpha / beta), eV: 6.72 / 4.38
2S+1: 4
⟨S²⟩: 3.791
Energy above the lowest of the compared OMol25 structures with the same formula, charge and spin, kcal per mole: 17.1
Total charge: +1
Calculated total energy, Eh: -4806.84823

The geometry in XYZ format:
```
83
Properties=species:S:1:pos:R:3:forces:R:3
Mn -0.3962 -0.1080 0.0828 -2.81 0.44 0.53
O 5.9930 -0.5965 -1.7488 -0.08 -0.02 -0.04
C 5.7479 -0.4267 -0.5716 0.23 0.03 0.12
O 6.2586 -0.3053 0.5203 -0.06 0.00 -0.03
C 4.1029 -0.2940 -0.4044 -0.18 -0.06 -0.05
C 3.3388 -0.0991 -1.5442 0.08 0.05 -0.01
C 1.9752 0.0099 -1.3618 -0.07 0.00 0.14
N 1.4541 -0.0492 -0.1259 1.67 -0.15 -0.13
C 2.1899 -0.2935 0.9616 0.04 0.15 -0.08
C 3.5686 -0.4134 0.8589 0.06 0.00 -0.01
C 1.3884 -0.3387 2.2003 0.01 0.10 0.14
C 1.8963 -0.6668 3.4390 0.04 0.01 -0.11
C 1.0629 -0.5604 4.5430 -0.11 0.03 0.03
C -0.2315 -0.1020 4.3707 0.14 -0.04 0.07
C -0.6862 0.1641 3.0907 -0.10 0.03 -0.07
N 0.0938 0.0234 2.0200 0.70 -0.25 0.41
C 0.9300 0.1185 -2.3984 -0.04 -0.10 -0.06
C 1.1716 0.1861 -3.7545 0.07 0.03 0.06
C 0.0918 0.1662 -4.6250 -0.06 0.00 0.03
C -1.1908 0.1080 -4.1064 0.08 0.03 -0.08
C -1.3606 0.0721 -2.7332 -0.12 -0.05 0.09
N -0.3253 0.0648 -1.8949 0.39 -0.07 -0.68
H 3.8058 -0.0561 -2.5151 -0.04 -0.03 -0.02
H 4.1984 -0.6005 1.7133 -0.01 0.01 0.01
H 2.9131 -1.0189 3.5354 0.00 0.03 0.02
H 1.4250 -0.8242 5.5272 0.02 0.01 0.00
H -0.8968 0.0288 5.2112 -0.03 -0.02 -0.02
H -1.7039 0.4717 2.9124 0.01 -0.04 -0.02
H 2.1863 0.2311 -4.1237 -0.01 -0.02 -0.03
H 0.2541 0.1859 -5.6939 0.00 0.02 0.00
H -2.0562 0.0861 -4.7527 -0.01 -0.01 0.01
H -2.3385 0.0294 -2.2706 0.00 -0.04 0.04
C 1.1241 3.6126 0.3467 -0.08 -0.10 -0.01
Sb -0.6570 2.4644 0.1145 -0.05 0.68 0.09
C -1.8517 3.2728 1.6814 0.09 -0.17 -0.08
C -1.4984 3.4200 -1.5935 0.10 -0.16 0.07
H 0.8756 4.6714 0.3891 -0.01 0.00 0.00
H 1.7901 3.4345 -0.4967 0.01 0.00 0.01
H 1.6263 3.3233 1.2689 0.01 0.00 0.00
H -2.2231 4.2461 1.3672 0.01 0.01 0.00
H -1.2387 3.3884 2.5737 -0.02 -0.02 0.01
H -2.6911 2.6133 1.8916 -0.01 0.01 0.00
H -1.8298 4.4145 -1.3011 0.00 0.00 0.00
H -2.3426 2.8482 -1.9707 -0.02 0.01 0.01
H -0.7375 3.5061 -2.3682 -0.01 -0.02 -0.01
F -1.2772 -4.3517 -2.5498 0.05 -0.04 0.02
C -1.5240 -3.7720 -1.3879 -0.05 -0.01 0.08
F -2.3241 -2.7196 -1.5936 0.03 0.04 -0.01
F -2.1248 -4.6220 -0.5778 0.02 0.02 -0.01
S 0.0634 -3.1392 -0.6662 0.00 -0.41 -0.12
O -0.3661 -2.0586 0.2582 0.05 -0.42 -0.06
O 0.8474 -2.6688 -1.7756 -0.04 0.17 0.01
N 0.5573 -4.4048 0.0679 0.31 0.39 -0.05
S 2.0421 -4.3313 0.6971 -0.08 -0.02 0.14
O 2.3324 -3.0127 1.2155 0.00 -0.04 -0.03
O 3.0301 -4.9794 -0.0953 -0.08 -0.10 -0.01
C 1.7550 -5.3713 2.1940 -0.08 0.03 -0.13
F 1.4231 -6.6061 1.8556 -0.01 0.01 0.00
F 0.7845 -4.8337 2.9278 -0.02 -0.01 0.05
F 2.8763 -5.3884 2.9051 0.07 -0.01 0.03
C -8.6374 -1.5490 -0.6749 0.03 0.02 0.00
C -7.1903 -1.3616 -0.3154 -0.01 0.00 0.00
C -6.4648 -2.3627 0.3111 0.01 -0.01 -0.03
C -5.1451 -2.1889 0.7089 0.05 0.00 -0.08
C -4.4932 -3.3467 1.4208 -0.01 0.06 0.06
C -4.5011 -0.9669 0.4222 -0.10 0.09 0.01
C -5.2119 0.0489 -0.2438 -0.03 0.00 0.05
C -4.6743 1.4171 -0.6042 -0.02 -0.08 0.05
C -6.5426 -0.1650 -0.5804 0.03 0.00 -0.01
C -3.0900 -0.7990 0.8988 0.01 -0.28 -0.09
O -2.6949 -1.3218 1.9223 -0.03 0.14 0.10
O -2.2863 -0.0953 0.1127 -0.01 0.18 -0.32
H -8.9616 -2.5718 -0.4925 -0.01 0.00 0.00
H -8.8171 -1.3115 -1.7239 0.00 -0.01 0.00
H -9.2627 -0.8825 -0.0782 -0.02 -0.02 0.00
H -6.9409 -3.3170 0.5055 -0.01 0.01 0.03
H -4.5474 -3.1986 2.5001 0.04 -0.01 0.00
H -3.4419 -3.4663 1.1772 -0.02 0.00 -0.01
H -5.0236 -4.2667 1.1779 0.01 0.00 0.00
H -3.6966 1.6161 -0.1847 0.06 0.02 0.06
H -5.3692 2.1845 -0.2596 0.02 0.00 -0.03
H -4.6075 1.5119 -1.6918 0.05 0.03 0.01
H -7.0902 0.6401 -1.0603 -0.01 -0.01 -0.01
```
Positions in Å, forces in eV/Å.


# 3
Molecular formula: C30H33BF5N11O6PbTe
Method: DFT, ωB97M-V/def2-TZVPD

Results
Gap between HOMO and LUMO (alpha / beta), eV: 8.28 / 5.37
2S+1: 2
⟨S²⟩: 0.755
Total charge: -1
Calculated total energy, Eh: -3202.06774

The geometry in XYZ format:
```
88
Properties=species:S:1:pos:R:3:forces:R:3
Pb -0.1770 -0.1657 0.6553 0.19 0.48 -0.51
C 2.9807 2.4558 2.9882 0.04 0.03 0.00
C 2.5563 1.2755 2.3666 -0.10 0.02 0.04
N 1.5067 1.5111 1.5941 0.16 0.29 0.10
N 1.2242 2.8256 1.6950 0.10 -0.04 -0.09
C 2.1025 3.4154 2.5304 -0.02 0.03 0.10
B 0.0284 3.5113 0.9516 0.00 -0.15 0.07
N -1.3183 3.0131 1.5446 -0.08 0.05 -0.03
C -2.3956 3.6775 2.0117 -0.01 0.04 -0.02
C -3.3892 2.7648 2.2845 -0.04 -0.02 0.00
C -2.8358 1.5300 1.9361 0.07 -0.04 0.06
N -1.5999 1.6862 1.4933 0.07 0.34 0.11
N 0.0625 3.1750 -0.5565 0.02 -0.06 -0.05
C -0.2726 3.9730 -1.5928 -0.06 0.05 -0.01
C -0.3464 3.2050 -2.7298 -0.04 0.03 -0.02
C -0.0658 1.9094 -2.2855 0.07 0.00 0.05
N 0.1795 1.8954 -0.9846 0.11 0.33 -0.11
N 0.2526 5.0205 1.1126 -0.06 0.09 -0.15
C 1.2352 5.7083 0.4812 0.01 -0.02 0.03
C 1.2429 6.9896 0.9726 -0.02 0.02 0.03
C 0.2109 6.9903 1.9293 0.02 0.01 0.01
N -0.3727 5.8078 2.0154 0.06 -0.04 0.02
H 3.8094 2.5941 3.6605 -0.01 0.00 0.02
H 2.9339 0.2678 2.4576 0.01 0.00 -0.02
H 2.0378 4.4665 2.7567 0.01 0.01 -0.02
H -2.3687 4.7457 2.1185 0.01 0.00 0.01
H -4.3812 2.9646 2.6488 0.00 0.01 0.01
H -3.2663 0.5412 1.9748 -0.01 0.01 -0.02
H -0.4578 5.0235 -1.4486 0.00 0.01 0.00
H -0.6167 3.5190 -3.7219 0.01 0.02 -0.01
H -0.0622 0.9864 -2.8437 -0.03 -0.02 0.02
H 1.8628 5.2295 -0.2520 -0.02 0.00 -0.02
H 1.8881 7.8008 0.6836 0.01 -0.01 0.00
H -0.1307 7.7997 2.5555 0.00 0.00 0.00
O -1.2373 -4.0981 2.2799 -0.16 0.30 0.00
C -1.2803 -3.1829 1.4783 0.05 -1.03 -0.66
O -1.4270 -1.9627 1.5287 -1.00 -0.44 0.44
C -1.0520 -3.7555 -0.0924 -0.11 0.00 0.13
C -1.4779 -2.7444 -1.1643 -0.29 -0.52 0.02
C -1.6795 -3.5213 -2.4752 0.07 0.01 0.01
C -0.2167 -3.8994 -2.8238 -0.08 0.01 0.08
C 0.5490 -3.1771 -1.6947 0.11 0.00 -0.02
O -0.2631 -2.0365 -1.4372 0.09 -0.09 -0.18
C 0.3786 -3.9994 -0.4150 -0.12 -0.21 -0.26
C 1.4020 -3.3620 0.7563 0.14 0.11 0.38
O 1.7504 -4.2131 1.5524 -0.02 -0.02 -0.21
O 1.5665 -2.1524 0.6110 0.46 -0.18 0.18
H -1.6572 -4.6592 -0.0722 0.03 -0.01 0.05
H -2.2555 -2.0449 -0.8774 0.10 -0.28 -0.11
H -2.1073 -2.8527 -3.2210 -0.02 0.00 0.00
H -2.3373 -4.3830 -2.3608 0.00 0.01 0.00
H 0.0827 -3.5165 -3.7997 0.01 0.02 0.03
H -0.0365 -4.9750 -2.8077 0.01 0.00 -0.03
H 1.5667 -2.8752 -1.9112 0.10 0.03 -0.03
H 0.6785 -5.0407 -0.4680 0.01 -0.02 0.01
C -0.5034 1.6566 4.6191 0.02 0.00 -0.01
C -0.1977 0.2052 4.4962 0.02 0.01 -0.07
N -0.0753 -0.4984 3.3949 0.16 -0.02 0.17
C 0.2017 -1.7955 3.7866 0.13 0.10 0.02
C 0.2445 -1.8686 5.1395 0.04 0.02 -0.01
N -0.0137 -0.5869 5.5818 0.01 -0.05 0.11
H -0.4433 2.1318 3.6457 0.02 -0.02 0.00
H 0.2069 2.1470 5.2875 0.00 0.00 0.01
H -1.5117 1.8128 5.0076 -0.01 0.01 -0.01
H 0.3481 -2.5933 3.0789 0.09 0.12 0.25
H 0.4272 -2.6904 5.8076 -0.01 0.00 0.02
H -0.0545 -0.2819 6.5371 -0.02 0.00 -0.01
F -3.0867 2.4566 -1.1297 0.08 0.05 0.04
Te -3.6100 0.7673 -1.7395 -0.29 0.44 -0.19
F -5.0291 1.7259 -2.5107 0.06 -0.09 0.01
F -4.4496 -0.7163 -2.5171 0.00 -0.17 -0.03
F -4.7913 0.6275 -0.2927 0.01 -0.09 0.14
F -2.7851 1.1075 -3.3913 0.08 -0.06 -0.02
O -2.2630 -0.1537 -1.0254 -0.16 0.51 0.08
N 2.7879 0.1726 -1.9272 -0.02 -0.08 0.00
C 3.7554 -0.7260 -1.4899 -0.03 0.14 -0.08
C 4.4612 -0.4955 -0.3087 0.01 0.01 0.05
C 5.4332 -1.3850 0.1134 -0.01 0.01 -0.01
C 5.7393 -2.5146 -0.6348 0.00 -0.01 0.01
C 5.0656 -2.7272 -1.8289 0.00 -0.01 0.01
C 4.0914 -1.8408 -2.2600 -0.03 -0.03 0.00
H 2.3736 0.7695 -1.2241 0.03 0.00 0.04
H 2.0747 -0.2266 -2.5191 0.03 0.01 0.01
H 4.2254 0.3825 0.2806 -0.01 -0.02 0.02
H 5.9516 -1.1982 1.0461 0.00 0.00 0.00
H 6.4835 -3.2193 -0.2887 0.02 0.01 -0.01
H 5.2970 -3.5959 -2.4337 0.00 0.00 0.00
H 3.5812 -2.0071 -3.2027 -0.02 -0.01 0.00
```
Positions in Å, forces in eV/Å.